ORCA calculation (ωB97M-V/def2-TZVPD) on one molecule with the formula C3H6Cl2Si.

Computed properties:
SMILES = C=C[Si](C)(Cl)Cl
Relative energy (zero: lowest compared OMol25 entry of this formula, charge and spin) = 26.9 kcal/mol
Strongest force on any atom = 4.2 eV/Å

CARTESIAN COORDINATES (ANGSTROEM)
C 1.55 0.67 1.49
C 0.27 0.79 1.33
Si -0.88 0.14 -0.15
C -0.39 -1.05 -1.69
Cl -1.56 1.89 -0.76
Cl -2.54 -0.96 0.50
H 2.19 -0.12 1.10
H 2.14 1.21 2.08
H -0.27 1.42 1.95
H -0.99 -1.29 -2.59
H -0.10 -2.02 -1.20
H 0.57 -0.67 -2.07



ORCA calculation (ωB97M-V/def2-TZVPD) on a 2-piece molecular cluster, C3H9O3 overall.

Computed properties:
Net charge = -1
Relative energy (zero: lowest compared OMol25 entry of this formula, charge and spin) = 31.6 kcal/mol
Strongest force on any atom = 3.8 eV/Å

CARTESIAN COORDINATES (ANGSTROEM)
C -0.05 0.65 1.06
O 0.53 -0.60 1.28
C -1.10 0.74 0.01
C -0.60 0.11 -1.19
O -1.71 -0.31 -1.94
H 0.76 1.31 0.64
H -0.39 1.15 1.91
H -2.06 0.24 0.45
H -1.49 1.79 -0.16
H -0.13 -0.87 -0.84
H 0.06 0.60 -1.97
H -1.75 -1.18 -1.66
H 3.39 -0.92 0.88
H 1.75 -1.10 0.87
O 2.80 -1.63 0.66



ORCA calculation (ωB97M-V/def2-TZVPD) on a 2-piece molecular cluster, C4H11N3 overall.

Computed properties:
SMILES = [H]/N=C\[C@@H](C)N.C=N
Relative energy (zero: lowest compared OMol25 entry of this formula, charge and spin) = 98.8 kcal/mol
Strongest force on any atom = 3.3 eV/Å

CARTESIAN COORDINATES (ANGSTROEM)
H -0.84 1.50 0.99
N -0.62 1.82 0.04
C -0.30 0.85 -0.71
C 0.94 -0.40 -0.03
C 2.24 0.35 -0.06
N 0.52 -0.87 1.19
H -0.07 1.08 -1.75
H 0.86 -1.17 -0.80
H 3.07 -0.33 0.16
H 2.41 0.79 -1.04
H 2.24 1.15 0.68
H -0.51 -1.19 1.16
H 0.66 -0.21 1.95
C -1.89 -0.61 -0.72
N -2.06 -1.08 0.49
H -2.56 0.11 -1.18
H -1.41 -1.29 -1.43
H -2.69 -0.50 1.04



ORCA calculation (ωB97M-V/def2-TZVPD) on C3H3N2OP as an isolated structure.

Computed properties:
Relative energy (zero: lowest compared OMol25 entry of this formula, charge and spin) = 44.9 kcal/mol
Strongest force on any atom = 6.7 eV/Å

CARTESIAN COORDINATES (ANGSTROEM)
C 1.29 1.47 -0.35
C 1.34 -1.39 -0.37
C -1.66 -0.14 0.06
N 1.60 2.35 -1.02
N 1.59 -2.25 -1.06
O 0.97 0.00 1.91
P 0.64 0.00 0.49
H -1.85 0.68 -0.55
H -1.89 -1.10 -0.06
H -2.02 0.36 0.95



ORCA calculation (ωB97M-V/def2-TZVPD) on C36H50FN7O6V as an isolated structure.

Computed properties:
Spin multiplicity = 4
Net charge = +2
Expectation value of S² = 3.76
Relative energy (zero: lowest compared OMol25 entry of this formula, charge and spin) = 1.6 kcal/mol
Strongest force on any atom = 0.7 eV/Å

CARTESIAN COORDINATES (ANGSTROEM)
V 2.00 -1.03 0.02
C 2.63 -4.84 2.94
N 3.76 -4.56 2.06
C 4.90 -5.47 2.15
C 3.69 -3.58 1.16
O 2.69 -2.86 1.05
C 4.91 -3.37 0.27
O 4.59 -2.39 -0.68
C 5.58 -1.41 -0.91
C 4.84 -0.16 -1.37
O 3.66 -0.02 -1.02
N 5.49 0.78 -2.06
C 6.90 0.74 -2.41
C 4.80 2.03 -2.39
H 2.97 -4.88 3.97
H 2.17 -5.79 2.68
H 1.90 -4.04 2.83
H 4.88 -5.95 3.12
H 5.84 -4.93 2.07
H 4.86 -6.24 1.38
H 5.19 -4.30 -0.21
H 5.75 -3.06 0.90
H 6.31 -1.78 -1.63
H 6.09 -1.15 0.02
H 7.33 -0.24 -2.23
H 7.45 1.47 -1.81
H 7.02 0.99 -3.46
H 3.85 2.06 -1.88
H 4.65 2.09 -3.47
H 5.42 2.87 -2.07
F -3.64 1.96 -2.42
C -2.79 2.43 -1.47
C -1.63 1.76 -1.22
C -0.78 2.21 -0.20
C 0.49 1.51 0.03
O 0.84 0.61 -0.76
C 1.25 1.98 1.14
C 0.83 3.09 1.81
N -0.33 3.75 1.58
C -0.64 4.95 2.33
C -0.36 4.97 3.80
C -1.78 4.91 3.31
C -1.16 3.32 0.56
C -2.34 4.02 0.25
C -3.16 3.59 -0.77
N -4.33 4.31 -1.10
C -4.79 4.48 -2.46
C -6.07 3.70 -2.73
N -7.09 4.11 -1.69
C -6.59 3.90 -0.28
C -5.29 4.69 -0.11
C 2.56 1.37 1.67
O 3.35 2.15 2.19
O 2.66 0.11 1.59
H -1.35 0.89 -1.80
H 1.46 3.50 2.58
H -0.49 5.86 1.77
H 0.01 5.90 4.21
H 0.04 4.08 4.25
H -2.40 5.79 3.40
H -2.29 3.96 3.43
H -2.59 4.92 0.79
H -4.03 4.18 -3.17
H -4.98 5.55 -2.63
H -5.92 2.63 -2.60
H -6.50 3.91 -3.70
H -7.96 3.60 -1.83
H -7.32 5.10 -1.82
H -6.43 2.83 -0.17
H -7.38 4.23 0.40
H -4.91 4.51 0.90
H -5.51 5.76 -0.18
C -2.76 -3.60 0.55
C -2.16 -2.63 1.57
C -1.93 -3.32 2.91
C -3.06 -1.39 1.74
C -0.86 -2.15 1.06
N 0.15 -1.76 0.69
H -3.71 -3.96 0.93
H -2.10 -4.45 0.39
H -2.92 -3.12 -0.42
H -2.88 -3.67 3.30
H -1.48 -2.64 3.64
H -1.27 -4.18 2.80
H -4.04 -1.72 2.09
H -3.19 -0.87 0.79
H -2.64 -0.70 2.47
N 1.76 -2.05 -2.03
C 0.77 -3.06 -2.19
C -0.41 -2.78 -2.86
C -1.39 -3.77 -2.98
C -1.19 -5.02 -2.42
C -0.01 -5.29 -1.74
C 0.96 -4.31 -1.61
H 2.71 -2.41 -2.16
H 1.63 -1.27 -2.66
H -0.56 -1.81 -3.32
H -2.30 -3.55 -3.52
H -1.94 -5.79 -2.53
H 0.16 -6.26 -1.31
H 1.88 -4.51 -1.07



ORCA calculation (ωB97M-V/def2-TZVPD) on C60H49N4S as an isolated structure.

Computed properties:
Net charge = +1
Relative energy (zero: lowest compared OMol25 entry of this formula, charge and spin) = 39.3 kcal/mol
Strongest force on any atom = 4.8 eV/Å

CARTESIAN COORDINATES (ANGSTROEM)
C -4.03 -3.72 2.47
C -4.12 -3.25 3.78
C -3.34 -2.17 4.20
C -2.50 -1.51 3.30
C -1.61 -0.34 3.79
C -2.14 0.98 3.21
C -1.46 2.14 3.51
C -1.79 3.36 2.93
C -2.83 3.39 1.98
C -3.54 2.22 1.68
C -3.23 1.03 2.33
C -0.13 -0.48 3.41
C 0.33 -1.92 3.50
C 1.62 -2.09 2.79
N 2.50 -0.98 3.18
C 3.88 -1.02 2.91
C 4.57 0.02 3.53
C 5.93 0.20 3.32
C 6.62 -0.69 2.48
C 5.94 -1.76 1.89
C 4.56 -1.92 2.09
S 3.50 0.98 4.51
C 2.11 0.10 3.90
N 0.81 0.42 4.13
C -2.44 -1.96 1.97
C -3.20 -3.07 1.56
H -4.61 -4.59 2.16
H -4.78 -3.74 4.50
H -3.39 -1.80 5.23
H -1.68 -0.30 4.90
H -0.62 2.01 4.25
H -1.27 4.30 3.17
H -3.10 4.32 1.48
H -4.35 2.20 0.95
H -3.81 0.12 2.15
H -0.08 -0.22 2.33
H 0.40 -2.24 4.55
H -0.38 -2.56 2.99
H 2.08 -3.03 3.07
H 1.55 -2.11 1.70
H 6.42 1.04 3.82
H 7.70 -0.53 2.31
H 6.50 -2.45 1.27
H 4.03 -2.75 1.61
H -1.83 -1.43 1.22
H -3.12 -3.43 0.53
C 3.46 10.80 4.60
C 2.72 10.07 3.66
C 2.75 8.67 3.67
C 3.62 7.99 4.55
N 3.85 6.59 4.38
C 5.20 6.19 4.14
C 6.13 6.18 5.19
C 7.48 5.94 4.93
C 7.91 5.66 3.62
C 6.98 5.62 2.58
C 5.63 5.92 2.83
C 2.80 5.67 4.20
C 2.96 4.49 3.44
C 2.07 3.43 3.58
C 1.15 3.38 4.64
C 0.70 2.01 5.15
C 0.16 2.09 6.60
C -1.11 2.49 7.07
C -1.35 2.63 8.45
C -0.35 2.36 9.41
N -0.58 2.39 10.78
C 0.33 1.88 11.75
C 0.45 2.58 12.97
C 1.24 2.08 14.00
C 1.88 0.85 13.87
C 1.75 0.13 12.67
C 0.99 0.64 11.61
C -1.85 2.80 11.30
C -2.76 1.83 11.75
C -3.96 2.24 12.34
C -4.23 3.60 12.51
C -3.29 4.56 12.12
C -2.10 4.16 11.50
C 0.93 2.04 8.93
C 1.15 1.90 7.57
C 0.84 4.62 5.25
C 1.62 5.76 4.99
C 4.41 8.73 5.44
C 4.30 10.13 5.49
H 3.40 11.90 4.63
H 2.11 10.59 2.92
H 2.17 8.10 2.95
H 5.79 6.39 6.20
H 8.19 5.96 5.75
H 8.96 5.46 3.42
H 7.29 5.37 1.57
H 4.91 5.95 2.01
H 3.82 4.37 2.77
H 2.17 2.58 2.91
H 1.68 1.56 5.33
H -1.93 2.71 6.38
H -2.35 2.93 8.80
H -0.10 3.51 13.10
H 1.34 2.66 14.92
H 2.48 0.45 14.69
H 2.25 -0.83 12.56
H 0.88 0.08 10.68
H -2.51 0.77 11.65
H -4.69 1.49 12.65
H -5.17 3.92 12.96
H -3.46 5.62 12.29
H -1.34 4.88 11.19
H 1.76 1.83 9.60
H 2.17 1.68 7.26
H 0.06 4.69 6.00
H 1.36 6.71 5.48
H 5.13 8.22 6.08
H 4.89 10.68 6.23